DFT (ωB97M-V with the def2-TZVPD basis set) results for a 2-piece molecular cluster, C8H11N2S overall at a distorted geometry.

Structure (XYZ):
```
22
Properties=species:S:1:pos:R:3:forces:R:3
C 1.3958 2.0397 -1.1015 0.5 0.8 0.9
C 0.0347 2.2717 -0.6038 -0.2 2.2 0.9
C 1.5968 1.2241 -2.1615 1.5 -0.2 0.1
C -0.4764 0.2349 -2.6460 1.1 -1.1 -3.0
C -0.7541 1.2382 -0.7742 1.0 -0.3 0.0
C -1.3630 -1.9454 1.1847 0.8 -1.7 -1.3
C -1.8160 -0.7230 1.8195 -2.9 -0.7 0.3
C 1.2864 -1.3934 1.8009 1.9 0.0 -2.3
N 0.7197 0.6304 -3.0284 -3.5 -0.8 0.9
N -0.9014 0.1448 -1.3337 -0.5 -0.7 1.5
S 0.1780 -2.5858 1.1033 -2.2 0.9 -0.1
H 2.2889 2.5817 -0.6500 -1.3 -1.0 -0.5
H -0.3474 3.1786 -0.0867 0.6 -0.5 -0.8
H 2.6303 0.9924 -2.4495 -0.3 0.4 0.1
H -1.1833 -0.3391 -3.3104 1.1 1.1 0.0
H -2.9053 -0.5690 1.4650 1.9 0.3 0.6
H -1.9075 -0.9316 2.9134 0.2 0.1 -0.5
H -1.1841 0.1206 1.6740 0.5 0.7 -0.2
H 1.0067 -0.7922 2.6276 -0.4 0.0 1.0
H 1.6872 -0.7080 0.9856 -0.9 -0.7 0.7
H 2.1374 -2.0746 1.9275 0.1 0.5 0.9
H -2.1234 -2.5950 0.6441 1.0 0.7 0.9
```
Positions in Å, forces in eV/Å.

Output
orbital gap: 5.888 eV
charge: +1
energy relative to the best compared isomer or geometry (same formula, charge and spin): 3.530 eV
LUMO level: -5.71 eV
HOMO level: -11.60 eV

Atom charges from the Mulliken analysis, given in e for atoms 1 to 5: number 1, C, carries -0.176; number 2, C, carries -0.451; number 3, C, carries -0.195; number 4, C, carries -0.015; number 5, C, carries 0.172

=====

DFT (ωB97M-V with the def2-TZVPD basis set) results for one molecule with the formula C8H11N3 at a distorted geometry.

Structure (XYZ):
```
22
Properties=species:S:1:pos:R:3:forces:R:3
C -1.6024 -1.3002 0.2505 -2.7 1.2 -0.5
C -2.8641 0.4964 -0.0592 1.1 0.4 0.6
C 0.3666 0.7725 0.2958 -5.0 0.7 1.2
C 1.2154 -0.1162 -0.0408 0.5 -2.5 -1.0
C -0.3521 -2.0239 0.5872 -1.2 -1.4 0.5
C 0.8600 -1.5677 -0.2793 -1.8 -2.6 1.3
C -3.1739 1.9283 0.1449 2.6 2.5 -0.5
C 2.6000 0.2717 -0.3092 3.1 0.7 1.1
N -2.8164 -1.6631 -0.1949 1.1 -0.9 -0.2
N -3.5617 -0.5208 -0.3968 -1.1 -1.4 -0.2
N -1.6707 0.0298 0.3978 5.4 1.8 0.4
H 0.2858 1.7745 0.6929 0.1 -0.2 -0.5
H -0.1086 -1.8604 1.6667 -0.2 -0.2 -0.7
H -0.6148 -3.1456 0.4516 0.8 1.8 0.1
H 0.4946 -1.7828 -1.2765 0.5 0.4 -0.6
H 1.4840 -2.4766 0.0153 0.8 2.1 -0.6
H -4.0244 2.1815 0.7654 -0.1 -0.4 0.2
H -2.1615 2.2550 0.6859 -2.5 -0.1 -0.9
H -3.2396 2.6317 -0.7765 0.1 -1.6 1.2
H 3.2420 -0.0180 0.6247 -1.0 0.8 -1.5
H 2.7384 1.3668 -0.5829 -0.1 -1.4 0.6
H 3.0594 -0.3507 -1.0926 -0.5 0.3 0.0
```
Positions in Å, forces in eV/Å.

Output
orbital gap: 8.252 eV
charge: 0
energy relative to the best compared isomer or geometry (same formula, charge and spin): 4.198 eV
LUMO level: -0.44 eV
HOMO level: -8.69 eV

Atom charges from the Mulliken analysis, given in e for atoms 1 to 5: number 1, C, carries 0.485; number 2, C, carries 0.481; number 3, C, carries -0.086; number 4, C, carries 0.632; number 5, C, carries -0.898

=====

DFT (ωB97M-V with the def2-TZVPD basis set) results for an isolated ion of composition C8H11N4O and charge +1 at a distorted geometry.

Structure (XYZ):
```
24
Properties=species:S:1:pos:R:3:forces:R:3
C 3.5787 -0.9363 0.2579 -0.1 1.0 -1.3
C 2.2365 -0.3048 -0.0579 -0.1 0.1 0.8
C 2.2280 0.9829 -0.5708 0.5 1.7 1.3
C 1.0380 1.7126 -0.7668 1.6 1.4 -0.7
C -0.1837 1.0750 -0.6734 0.9 -0.6 1.2
C -0.1666 -0.2307 -0.1568 0.4 -0.4 -0.2
C 1.0046 -0.8658 0.2725 -0.5 -1.7 -0.8
N -1.3936 -0.9224 -0.3594 -3.8 2.0 0.6
O -1.5485 -2.1452 0.2528 0.5 0.3 1.5
C -2.6922 0.0784 0.3369 4.4 -3.1 -2.8
N -3.5436 -0.6109 1.0007 1.4 0.9 -1.8
N -2.4971 1.2766 -0.0334 -0.9 3.1 1.5
N -1.4216 1.6733 -0.8065 -1.0 1.0 -1.0
H 3.5142 -1.5903 1.1211 0.3 -0.3 -0.2
H 3.9419 -1.3883 -0.7057 -0.2 -0.2 1.2
H 4.2767 -0.0902 0.4360 -0.2 -0.7 0.2
H 3.2023 1.5516 -0.3969 -1.4 -0.7 -1.1
H 1.1905 2.8143 -1.0074 -0.7 -1.6 0.3
H 0.9200 -1.9252 0.6498 0.2 1.4 -0.3
H -1.6641 -2.8314 -0.4050 -0.1 0.1 -0.8
H -3.2107 -1.5242 1.0090 0.2 -2.6 0.7
H -4.1264 -0.2294 1.6404 -2.4 1.0 2.4
H -2.9281 2.1034 0.4738 0.3 -1.5 -0.8
H -1.7553 2.3268 -1.5111 0.8 -0.5 0.0
```
Positions in Å, forces in eV/Å.

Output
orbital gap: 8.493 eV
charge: +1
energy relative to the best compared isomer or geometry (same formula, charge and spin): 3.243 eV
structure (SMILES): Cc1ccc2c(c1)N(O)C(=[NH2+])NN2
LUMO level: -3.14 eV
HOMO level: -11.63 eV

Atom charges from the Mulliken analysis, given in e for atoms 1 to 5: number 1, C, carries -1.190; number 2, C, carries 0.829; number 3, C, carries -0.654; number 4, C, carries -0.569; number 5, C, carries 0.199

=====

Repeat the first record exactly.
DFT (ωB97M-V with the def2-TZVPD basis set) results for a 2-piece molecular cluster, C8H11N2S overall at a distorted geometry.

Structure (XYZ):
```
22
Properties=species:S:1:pos:R:3:forces:R:3
C 1.3958 2.0397 -1.1015 0.5 0.8 0.9
C 0.0347 2.2717 -0.6038 -0.2 2.2 0.9
C 1.5968 1.2241 -2.1615 1.5 -0.2 0.1
C -0.4764 0.2349 -2.6460 1.1 -1.1 -3.0
C -0.7541 1.2382 -0.7742 1.0 -0.3 0.0
C -1.3630 -1.9454 1.1847 0.8 -1.7 -1.3
C -1.8160 -0.7230 1.8195 -2.9 -0.7 0.3
C 1.2864 -1.3934 1.8009 1.9 0.0 -2.3
N 0.7197 0.6304 -3.0284 -3.5 -0.8 0.9
N -0.9014 0.1448 -1.3337 -0.5 -0.7 1.5
S 0.1780 -2.5858 1.1033 -2.2 0.9 -0.1
H 2.2889 2.5817 -0.6500 -1.3 -1.0 -0.5
H -0.3474 3.1786 -0.0867 0.6 -0.5 -0.8
H 2.6303 0.9924 -2.4495 -0.3 0.4 0.1
H -1.1833 -0.3391 -3.3104 1.1 1.1 0.0
H -2.9053 -0.5690 1.4650 1.9 0.3 0.6
H -1.9075 -0.9316 2.9134 0.2 0.1 -0.5
H -1.1841 0.1206 1.6740 0.5 0.7 -0.2
H 1.0067 -0.7922 2.6276 -0.4 0.0 1.0
H 1.6872 -0.7080 0.9856 -0.9 -0.7 0.7
H 2.1374 -2.0746 1.9275 0.1 0.5 0.9
H -2.1234 -2.5950 0.6441 1.0 0.7 0.9
```
Positions in Å, forces in eV/Å.

Output
orbital gap: 5.888 eV
charge: +1
energy relative to the best compared isomer or geometry (same formula, charge and spin): 3.530 eV
LUMO level: -5.71 eV
HOMO level: -11.60 eV

Atom charges from the Mulliken analysis, given in e for atoms 1 to 5: number 1, C, carries -0.176; number 2, C, carries -0.451; number 3, C, carries -0.195; number 4, C, carries -0.015; number 5, C, carries 0.172

=====

- The highest orbital gap belongs to which entry?
  C8H11N4O

=====

- Which formula does entry 1 have?
  C8H11N2S